{"formula": "C5H10N2O", "method": "wB97M-V/def2-TZVPD", "de_lowest_kcal_mol": 48.1, "homo_lumo_gap_ev": 9.726, "smiles": "CO[C@](C)(N)C=C=N", "fmax_ev_per_a": 0.906, "species": ["C", "O", "C", "C", "N", "C", "C", "N", "H", "H", "H", "H", "H", "H", "H", "H", "H", "H"], "xyz": [[1.6854, -0.1143, 0.8611], [0.6737, -0.9201, 0.3201], [-0.6637, -0.3727, 0.0816], [-1.1637, 0.4839, 1.2473], [-1.5632, -1.4708, -0.1191], [-0.6122, 0.4453, -1.1936], [0.4949, 0.6379, -1.8529], [1.4770, 0.7608, -2.5565], [1.7972, 0.8357, 0.3232], [1.5237, 0.0946, 1.9214], [2.6114, -0.6745, 0.7457], [-2.2070, 0.7421, 1.0612], [-1.0922, -0.0798, 2.1805], [-0.5853, 1.4042, 1.3306], [-1.5995, -2.0563, 0.7107], [-1.2545, -2.0388, -0.9013], [-1.5625, 0.7205, -1.6078], [2.0407, 1.6024, -2.5523]], "atomic_forces_ev_per_a": [[0.0, 0.4, 0.0], [-0.8, -0.3, -0.1], [0.8, 0.3, 0.2], [0.2, -0.2, -0.1], [0.0, -0.1, 0.0], [-0.1, -0.6, 0.4], [0.0, 0.5, -0.4], [0.1, -0.3, -0.4], [0.0, 0.0, 0.1], [0.0, 0.0, 0.1], [0.0, 0.0, 0.1], [0.1, 0.0, 0.0], [-0.1, 0.0, 0.0], [0.0, -0.1, 0.1], [0.0, 0.1, -0.1], [0.0, 0.0, 0.1], [-0.2, 0.3, -0.3], [-0.1, 0.1, 0.4]]}